The molecule C16H18N2O3 at a distorted geometry. Source: OMol25; level of theory: the ωB97M-V functional and the def2-TZVPD basis.

Each line ends with the Löwdin charge.
CARTESIAN COORDINATES (ANGSTROEM)
1 O 0.64646 2.83714 -0.59373  0.01
2 C 0.69221 1.72609 -1.18457  -0.40
3 C -0.73304 1.40172 -1.95634  -0.03
4 N -1.39055 0.37427 -1.42626  0.01
5 C -1.15892 -1.01638 -1.44348  -0.14
6 O -0.18239 -1.34473 -2.51471  -0.08
7 C -2.03953 -1.81250 -0.76157  -0.07
8 O -2.19659 -3.21627 -0.65543  0.02
9 C -2.86271 -0.61262 -0.13838  -0.01
10 C -4.01121 -0.86875 0.92541  0.08
11 C -4.42592 0.32274 1.35507  -0.05
12 C -3.94379 1.68793 0.79678  0.09
13 C -2.94967 1.62521 -0.20559  0.02
14 C -2.37592 0.50304 -0.53732  -0.31
15 N 1.57258 0.83312 -1.00906  0.07
16 C 2.54853 0.64747 -0.20035  -0.47
17 C 3.42763 -0.41477 -0.27399  -0.16
18 C 2.70847 -1.81944 0.01843  -0.25
19 C 1.70476 -1.63718 0.82616  -0.31
20 C 2.02892 -0.59775 1.91324  -0.27
21 C 2.07344 0.74109 1.40541  -0.15
22 H -1.25759 2.18327 -2.05502  0.05
23 H -0.22676 0.95294 -3.02961  0.21
24 H -4.27444 -1.78123 0.98043  0.04
25 H -5.22312 0.54840 2.03964  0.09
26 H -4.40385 2.42817 1.23932  0.04
27 H -2.54650 2.47684 -0.41287  0.07
28 H 1.33530 -0.16970 -1.48631  0.20
29 H 2.96918 1.78351 -0.31746  0.20
30 H 4.42355 -0.13025 0.30434  0.17
31 H 3.85383 -0.19460 -1.21927  0.11
32 H 3.59676 -2.59123 0.16027  0.17
33 H 2.30607 -2.07397 -1.00364  0.13
34 H 0.74112 -1.42213 0.39564  0.10
35 H 1.56039 -2.67826 1.52625  0.20
36 H 3.10422 -1.01798 2.27760  0.16
37 H 1.40978 -0.59970 2.88572  0.13
38 H 2.58965 1.65758 2.03443  0.16
39 H 0.90965 1.26893 1.34082  0.16

## Properties
E_HOMO ... -8.8 eV
SMILES ... O=C(CN1C(=O)C(=O)c2ccccc21)NC1CCCCC1
ΔE to the lowest compared entry with this formula, charge and spin ... 368.05 kcal per mole
Molar mass ... 286.3 g/mol
LUMO level ... -3.00 eV
Calculated total energy ... -955.2273 a.u.
Orbital gap ... 0.2116 Ha

---

A structure of composition C16H16F3N2V at a distorted geometry. Source: OMol25; level of theory: the ωB97M-V functional and the def2-TZVPD basis.

Each line ends with the Löwdin charge.
CARTESIAN COORDINATES (ANGSTROEM)
1 V -1.20691 2.57930 -2.33715  1.29
2 F -0.57970 1.79802 -0.54982  -0.54
3 F -0.30077 3.79419 5.12022  0.06
4 C -1.11255 2.82232 4.63810  -0.28
5 C -0.88716 2.23567 3.45010  -0.08
6 C -1.70200 1.33665 2.89985  -0.08
7 C -2.94795 1.03272 3.54493  -0.08
8 C -3.18997 1.61795 4.74498  -0.10
9 C -2.25389 2.45551 5.37989  0.02
10 H 0.05773 2.59663 3.07157  0.12
11 H -1.31219 0.79621 2.04992  0.09
12 H -3.59481 0.39367 2.96218  0.10
13 H -4.17998 1.51397 5.16388  0.11
14 H -2.50900 3.03836 6.25259  0.11
15 F -2.34575 -1.75387 -1.11641  0.07
16 C -1.14012 -2.23647 -1.44756  -0.31
17 C -0.99264 -3.27109 -2.34073  -0.01
18 C 0.30276 -3.76101 -2.61707  -0.09
19 C 1.42800 -3.38527 -1.87726  -0.10
20 C 1.21561 -2.45874 -0.87241  -0.07
21 C -0.06083 -1.85404 -0.68369  -0.01
22 H -1.79595 -3.75093 -2.88004  0.12
23 H 0.28532 -4.58215 -3.31837  0.10
24 H 2.34670 -3.92774 -2.04493  0.11
25 H 2.05387 -2.11695 -0.28343  0.10
26 H -0.18811 -1.10726 0.08606  0.10
27 C 1.53680 -0.85465 -4.44011  -0.03
28 C 0.73503 0.19618 -3.80400  -0.16
29 N 0.15244 1.06150 -3.25050  0.08
30 H 0.92144 -1.60230 -4.94057  0.10
31 H 2.30262 -1.21085 -3.75110  0.08
32 H 2.01654 -0.33594 -5.27011  0.10
33 C 2.72290 1.70493 0.22489  -0.04
34 C 3.02167 1.12904 -1.10905  -0.26
35 N 3.26041 0.62626 -2.11522  0.14
36 H 1.70112 1.38350 0.42679  0.05
37 H 2.77053 2.78884 0.12018  0.09
38 H 3.46870 1.30791 0.91355  0.09

## Properties
E_HOMO (alpha / beta) ... -11.0 / -11.0 eV
Molar mass ... 344.3 g/mol
LUMO level (alpha / beta) ... -5.79 / -5.79 eV
Calculated total energy ... -1972.0678 a.u.
Charge ... +1
Spin multiplicity ... 4
Orbital gap (alpha / beta) ... 0.1904 / 0.1905 Ha